(1)
{"formula": "CH3O4S", "method": "wB97M-V/def2-TZVPD", "species": ["C", "O", "O", "O", "O", "S", "H", "H", "H"], "coordinates": [[0.596, 1.805, -0.013], [-0.963, -2.495, 1.377], [0.199, -3.035, -0.766], [-1.723, -1.417, -0.685], [1.191, 0.632, -0.070], [-0.639, -2.130, 0.022], [1.433, 2.518, 0.336], [-0.266, 1.871, 0.795], [0.172, 2.252, -0.996]], "total_charge": -1, "homo_ha": [-0.2097, -0.1061], "de_lowest_kcal_mol": 84.32}

(2)
{"formula": "C22H23O2", "method": "wB97M-V/def2-TZVPD", "species": ["C", "C", "C", "C", "O", "C", "C", "C", "C", "C", "C", "C", "C", "C", "C", "C", "C", "C", "C", "C", "H", "H", "H", "H", "H", "H", "H", "H", "H", "H", "H", "H", "H", "H", "H", "C", "C", "C", "O", "H", "H", "H", "H", "H", "H", "H", "H"], "coordinates": [[-4.891, -1.340, 4.316], [-5.251, -0.414, 3.335], [-4.859, -0.596, 2.010], [-4.143, -1.736, 1.663], [-3.655, -1.885, 0.363], [-2.602, -1.050, -0.030], [-1.293, -1.530, 0.123], [-0.228, -0.707, -0.151], [-0.417, 0.589, -0.717], [0.758, 1.353, -0.905], [0.832, 2.739, -1.198], [2.085, 3.228, -1.701], [2.220, 4.535, -2.120], [1.112, 5.400, -2.090], [-0.106, 4.969, -1.552], [-0.221, 3.686, -1.028], [-1.756, 0.986, -0.995], [-2.832, 0.237, -0.536], [-3.820, -2.698, 2.621], [-4.152, -2.469, 3.954], [-5.144, -1.161, 5.359], [-5.819, 0.482, 3.590], [-5.075, 0.145, 1.244], [-1.148, -2.533, 0.510], [0.795, -1.013, 0.082], [1.712, 0.829, -0.801], [2.898, 2.506, -1.744], [3.182, 4.878, -2.483], [1.210, 6.407, -2.494], [-0.981, 5.622, -1.538], [-1.116, 3.379, -0.494], [-1.935, 1.915, -1.529], [-3.840, 0.663, -0.554], [-3.251, -3.573, 2.316], [-3.812, -3.176, 4.716], [4.840, -2.983, 0.242], [4.148, -2.352, -0.945], [5.131, -2.307, -2.102], [3.632, -1.046, -0.567], [5.010, -4.048, 0.036], [5.811, -2.493, 0.405], [4.267, -2.900, 1.165], [3.277, -2.975, -1.216], [5.297, -3.334, -2.452], [4.781, -1.710, -2.948], [6.084, -1.876, -1.757], [3.268, -0.644, -1.403]], "total_charge": 1, "homo_ha": -0.4294, "de_lowest_kcal_mol": 0.00}

(3)
{"formula": "C20H62BN4O11Y", "method": "wB97M-V/def2-TZVPD", "species": ["Y", "B", "H", "H", "H", "H", "O", "C", "C", "O", "H", "H", "H", "H", "O", "C", "C", "O", "H", "H", "H", "H", "C", "C", "C", "O", "C", "N", "H", "H", "H", "H", "H", "H", "H", "H", "H", "H", "H", "C", "C", "C", "O", "C", "N", "H", "H", "H", "H", "H", "H", "H", "H", "H", "H", "H", "C", "C", "C", "O", "C", "N", "H", "H", "H", "H", "H", "H", "H", "H", "H", "H", "H", "C", "C", "C", "O", "C", "N", "H", "H", "H", "H", "H", "H", "H", "H", "H", "H", "H", "O", "H", "H", "O", "H", "H", "O", "H", "H"], "coordinates": [[1.904, -2.754, -0.035], [-0.005, -1.313, -0.683], [-0.806, -0.968, -1.319], [0.140, -0.657, 0.161], [-0.181, -2.307, -0.302], [0.895, -1.275, -1.277], [5.035, -2.745, 2.502], [4.025, -2.297, 3.380], [3.079, -1.114, 2.963], [2.543, -1.053, 1.628], [4.447, -2.104, 4.366], [3.446, -3.161, 3.704], [3.517, -0.156, 3.244], [2.217, -1.119, 3.629], [6.320, -3.209, -0.197], [6.199, -2.163, -1.121], [4.805, -1.855, -1.822], [3.647, -1.471, -1.055], [6.978, -2.339, -1.863], [6.482, -1.198, -0.702], [4.519, -2.711, -2.434], [5.071, -1.015, -2.463], [0.144, 1.919, -2.285], [1.479, 2.191, -1.632], [1.593, 3.623, -1.173], [2.940, 4.071, -0.960], [3.092, 5.468, -1.098], [1.697, 1.071, -0.672], [-0.151, 0.873, -2.209], [0.293, 2.275, -3.304], [-0.652, 2.538, -1.870], [2.186, 2.160, -2.460], [0.956, 3.791, -0.304], [1.250, 4.228, -2.011], [4.111, 5.789, -0.881], [2.604, 5.928, -0.239], [2.895, 5.790, -2.120], [1.129, 0.305, -1.005], [1.146, 1.371, 0.119], [1.242, -0.919, -4.349], [-0.291, -1.294, -4.184], [-0.974, -1.576, -5.610], [-1.061, -0.403, -6.448], [-2.272, 0.317, -6.138], [-0.563, -2.527, -3.419], [1.386, -0.101, -5.056], [1.985, -1.620, -4.728], [1.719, -0.367, -3.538], [-0.841, -0.541, -3.619], [-1.988, -1.971, -5.549], [-0.352, -2.308, -6.126], [-2.375, 0.601, -5.091], [-3.224, -0.114, -6.447], [-2.337, 1.198, -6.777], [-0.605, -2.104, -2.503], [-1.551, -2.700, -3.535], [-3.908, 3.164, 3.547], [-4.779, 3.013, 2.277], [-4.424, 1.818, 1.417], [-3.162, 1.983, 0.668], [-2.884, 0.751, -0.040], [-6.100, 2.995, 2.783], [-4.195, 4.080, 4.064], [-2.842, 3.243, 3.334], [-4.128, 2.306, 4.182], [-4.710, 3.930, 1.691], [-5.240, 1.542, 0.749], [-4.403, 0.919, 2.034], [-2.010, 0.941, -0.663], [-3.744, 0.312, -0.546], [-2.444, 0.055, 0.675], [-6.753, 3.060, 2.015], [-6.175, 3.877, 3.269], [-2.761, -1.750, 3.187], [-1.538, -0.875, 3.239], [-1.635, 0.472, 4.020], [-0.451, 1.289, 4.106], [-0.566, 2.359, 5.108], [-0.487, -1.676, 3.920], [-3.134, -2.329, 4.032], [-2.773, -2.478, 2.376], [-3.616, -1.173, 2.834], [-1.090, -0.694, 2.262], [-1.767, 0.130, 5.047], [-2.502, 1.078, 3.759], [0.308, 2.483, 5.748], [-1.302, 2.231, 5.901], [-0.710, 3.290, 4.559], [-0.734, -1.962, 4.857], [0.248, -1.024, 4.153], [1.874, -3.367, -2.553], [1.075, -3.053, -2.977], [2.422, -3.679, -3.274], [0.786, -3.524, 1.909], [0.469, -2.901, 2.563], [0.827, -4.360, 2.374], [0.303, -4.572, -0.443], [-0.614, -4.594, -0.169], [0.382, -5.289, -1.072]], "total_charge": -2, "homo_ha": 0.0528}

(4)
{"formula": "C3H4BrNS", "method": "wB97M-V/def2-TZVPD", "species": ["C", "C", "C", "N", "S", "Br", "H", "H", "H", "H"], "coordinates": [[0.856, 1.309, 0.378], [1.066, -1.021, 0.295], [-1.433, -0.127, -0.425], [1.392, 0.154, 0.653], [-0.838, 1.499, -0.037], [-3.180, -0.642, -0.073], [1.463, 2.221, 0.443], [1.375, -1.885, 0.845], [0.430, -0.996, -0.630], [-1.131, -0.512, -1.450]], "total_charge": 0, "homo_ha": [-0.2785, -0.2905], "de_lowest_kcal_mol": 74.59}

(5)
{"formula": "C6H12NO", "method": "wB97M-V/def2-TZVPD", "species": ["C", "C", "C", "C", "C", "C", "N", "O", "H", "H", "H", "H", "H", "H", "H", "H", "H", "H", "H", "H"], "coordinates": [[-0.251, 0.446, -0.374], [-0.599, 1.844, -0.118], [1.111, -0.021, 1.639], [-0.913, 0.161, -1.675], [1.007, -1.679, -0.335], [0.570, -0.407, 0.326], [-1.266, -0.831, 0.639], [-1.568, -0.630, 1.716], [-0.880, 2.192, 0.903], [-1.396, 2.184, -0.861], [0.283, 2.405, -0.337], [1.460, -0.952, 2.276], [0.392, 0.372, 2.233], [1.815, 0.744, 1.395], [-0.360, -0.664, -2.071], [-1.935, -0.219, -1.315], [-0.857, 1.037, -2.242], [1.904, -2.139, 0.174], [0.277, -2.436, -0.527], [1.208, -1.408, -1.445]], "total_charge": 1, "homo_ha": [-0.4911, -0.6091], "multiplicity": 3, "de_lowest_kcal_mol": 29.02}

(6)
{"formula": "C10H12O2S", "method": "wB97M-V/def2-TZVPD", "species": ["C", "C", "C", "C", "C", "C", "C", "C", "C", "C", "H", "H", "H", "H", "H", "H", "H", "H", "H", "H", "H", "H", "O", "O", "S"], "coordinates": [[-2.579, -0.626, -0.432], [-1.821, -0.031, 0.853], [-1.416, 1.433, 0.530], [-0.582, -0.661, 1.370], [0.700, -0.409, 0.577], [0.863, -1.128, -0.583], [2.109, -0.961, -1.439], [3.058, 0.000, -1.145], [2.962, 0.674, 0.089], [1.834, 0.357, 0.978], [-4.099, -0.320, -1.420], [-2.646, -0.061, 1.531], [-2.275, 2.135, 0.702], [-0.348, 1.775, 1.089], [0.330, 1.317, -1.040], [-0.441, -0.391, 2.477], [-0.887, -1.723, 1.136], [0.191, -1.947, -0.960], [2.112, -1.881, -2.137], [4.027, 0.072, -1.749], [3.833, 1.243, 0.544], [1.782, 0.944, 1.955], [-3.659, 0.119, -0.748], [-2.169, -1.629, -0.900], [-0.879, 1.698, -1.279]], "total_charge": 0, "homo_ha": -0.3155, "smiles": "O=C(O)[C@H](CS)Cc1ccccc1", "de_lowest_kcal_mol": 60.98}

(7)
{"formula": "C25H30N2O5", "method": "wB97M-V/def2-TZVPD", "species": ["C", "C", "O", "C", "C", "C", "C", "C", "C", "O", "C", "H", "H", "H", "H", "C", "N", "C", "O", "C", "O", "C", "C", "O", "H", "C", "C", "C", "C", "C", "C", "H", "H", "H", "H", "H", "C", "C", "H", "C", "N", "C", "H", "H", "H", "C", "H", "H", "H", "H", "H", "H", "H", "H", "H", "H", "H", "H", "H", "H", "H", "H"], "coordinates": [[-4.831, -4.371, 0.882], [-3.977, -3.164, 1.237], [-2.856, -3.179, 0.367], [-1.964, -2.159, 0.323], [-1.056, -2.242, -0.728], [-0.090, -1.279, -0.939], [-0.012, -0.190, -0.089], [-0.885, -0.113, 0.988], [-1.861, -1.072, 1.215], [-2.734, -1.006, 2.270], [-2.668, 0.101, 3.136], [-2.847, 1.040, 2.604], [-3.460, -0.057, 3.866], [-1.706, 0.153, 3.655], [-0.792, 0.727, 1.658], [0.979, 0.926, -0.320], [2.023, 0.957, 0.692], [2.168, 2.136, 1.342], [2.978, 2.372, 2.210], [1.095, 3.055, 0.786], [0.845, 4.203, 1.144], [0.361, 2.292, -0.188], [-0.839, 2.743, -0.665], [-1.284, 3.949, -0.347], [-0.619, 4.386, 0.255], [-1.761, 1.910, -1.452], [-1.325, 1.143, -2.528], [-2.214, 0.327, -3.201], [-3.538, 0.258, -2.801], [-3.982, 1.035, -1.744], [-3.103, 1.867, -1.079], [-3.441, 2.479, -0.257], [-5.018, 0.994, -1.440], [-4.225, -0.394, -3.319], [-1.872, -0.262, -4.039], [-0.299, 1.212, -2.853], [2.846, -0.193, 0.964], [3.796, -0.523, -0.189], [3.212, -0.784, -1.071], [4.720, -1.679, 0.190], [5.747, -1.907, -0.812], [5.224, -2.544, -2.003], [4.467, -1.909, -2.458], [4.777, -3.530, -1.794], [6.033, -2.675, -2.719], [6.858, -2.663, -0.273], [7.283, -2.125, 0.573], [6.567, -3.672, 0.062], [7.625, -2.761, -1.039], [4.117, -2.588, 0.372], [5.223, -1.420, 1.125], [4.406, 0.351, -0.423], [3.419, 0.050, 1.863], [2.199, -1.053, 1.170], [1.445, 0.791, -1.306], [0.586, -1.373, -1.775], [-1.143, -3.091, -1.387], [-3.650, -3.223, 2.281], [-4.548, -2.239, 1.099], [-4.255, -5.283, 1.009], [-5.704, -4.407, 1.528], [-5.155, -4.308, -0.153]], "total_charge": 0, "homo_ha": -0.3023, "smiles": "CCOc1ccc([C@H]2/C(=C(/O)c3ccccc3)C(=O)C(=O)N2CCCN(C)C)cc1OC", "de_lowest_kcal_mol": 76.25}

(8)
{"formula": "C2H8N3", "method": "wB97M-V/def2-TZVPD", "species": ["C", "C", "N", "N", "N", "H", "H", "H", "H", "H", "H", "H", "H"], "coordinates": [[0.551, 0.390, -0.786], [-1.365, -0.836, 0.637], [0.976, -0.863, -0.315], [1.380, 1.469, -0.598], [-0.041, -0.340, 0.494], [-0.349, 0.535, -1.512], [-1.531, -1.453, 1.474], [-2.154, -0.054, 1.003], [-2.034, -1.205, -0.211], [0.708, -1.720, -0.804], [1.213, 2.427, -0.672], [2.222, 1.560, -0.052], [0.422, 0.090, 1.343]], "total_charge": 1, "homo_ha": -0.5437, "smiles": "C[N@H+]1N[C@@H]1N", "de_lowest_kcal_mol": 99.65}

The records above yield electronic energy values of -20108.96947; -27274.18913; -51935.07370; -85539.89299; -9941.17760; -25492.78577; -39629.05043; -6664.30765 eV, respectively.